Density functional theory data (ωB97M-V/def2-TZVPD) for a cluster of 14 separate species, C60H70F18N19O36S18 in total at a distorted geometry.

Positions of all 221 atoms, in Å:
C1 -13.0146 -0.7179 5.9404
N1 -14.3099 -0.7434 6.5970
C2 -15.4928 -0.9407 5.8550
C3 -16.7293 -0.7751 6.5490
C4 -16.7677 -0.5090 7.9040
C5 -15.5538 -0.3166 8.5699
C6 -14.3384 -0.3749 7.8834
C7 -18.0606 -0.2837 8.6552
C8 -18.3927 0.9796 9.0927
C9 -19.6275 1.1798 9.7447
N2 -20.4281 0.0939 9.9168
C10 -20.1035 -1.1394 9.5812
C11 -18.9451 -1.3475 8.8308
C12 -21.7718 0.2486 10.6726
H1 -12.9593 -1.5895 5.2882
H2 -12.2695 -0.9115 6.7120
H3 -12.9692 0.2614 5.4641
H4 -15.3538 -1.2966 4.8448
H5 -17.7061 -0.9275 6.1144
H6 -15.5814 -0.1715 9.6397
H7 -13.4749 -0.1607 8.4958
H8 -17.7357 1.8296 8.9814
H9 -19.9220 2.1308 10.1633
H10 -20.8242 -1.9105 9.8099
H11 -18.6660 -2.3466 8.5300
H12 -21.9211 1.3182 10.8204
H13 -21.6711 -0.1376 11.6869
H14 -22.5696 -0.2305 10.1052
C13 -15.3945 0.3609 -1.9778
N3 -16.3421 0.3657 -3.0454
C14 -16.3428 1.4580 -3.8470
C15 -17.0530 1.3823 -5.0902
C16 -17.8998 0.2550 -5.3452
C17 -17.8496 -0.8485 -4.4527
C18 -17.0392 -0.7475 -3.2895
C19 -18.5345 0.1881 -6.6695
C20 -19.3412 1.2372 -7.2128
C21 -19.8388 1.2152 -8.4473
N4 -19.6675 0.0760 -9.2297
C22 -18.9697 -0.9920 -8.8061
C23 -18.3370 -0.9020 -7.5119
C24 -20.1917 0.1036 -10.6200
H15 -15.5674 -0.4849 -1.3122
H16 -15.5480 1.3017 -1.4492
H17 -14.4052 0.3557 -2.4353
H18 -15.8047 2.3447 -3.5461
H19 -17.0493 2.2520 -5.7305
H20 -18.4625 -1.7250 -4.6023
H21 -16.9867 -1.4984 -2.5150
H22 -19.5882 2.0708 -6.5721
H23 -20.4362 2.0287 -8.8318
H24 -18.8914 -1.7957 -9.5233
H25 -17.7132 -1.7132 -7.1666
H26 -21.0943 0.7114 -10.6838
H27 -20.2439 -0.8552 -11.1358
H28 -19.4362 0.6550 -11.1797
C25 -13.2802 -4.1438 3.6805
N5 -12.7205 -3.3467 2.5357
C26 -13.2097 -3.5602 1.2657
C27 -12.6164 -2.8959 0.2362
C28 -11.6463 -1.9304 0.4466
C29 -11.1871 -1.7322 1.7453
C30 -11.7696 -2.4958 2.7806
C31 -11.1102 -1.2538 -0.6844
C32 -9.6788 -0.9022 -0.8120
C33 -9.2903 -0.1395 -1.9207
N6 -10.1084 0.2367 -2.8791
C34 -11.4323 -0.0671 -2.7837
C35 -11.9392 -0.8170 -1.7436
C36 -9.6340 1.0096 -4.0616
H29 -14.2232 -3.6634 3.9414
H30 -12.5856 -4.0903 4.5188
H31 -13.4256 -5.1545 3.2990
H32 -14.0613 -4.2208 1.1969
H33 -13.1349 -3.0750 -0.6942
H34 -10.3316 -1.1415 2.0377
H35 -11.3974 -2.3161 3.7784
H36 -8.9825 -1.1644 -0.0292
H37 -8.2733 0.2078 -2.0287
H38 -12.0555 0.1740 -3.6322
H39 -13.0024 -1.0007 -1.6966
H40 -9.8674 0.4870 -4.9892
H41 -8.5462 1.0265 -4.1299
H42 -10.0036 2.0142 -3.8562
C37 -0.1569 0.9206 -11.1489
N7 -1.5708 0.7335 -10.6744
C38 -2.6779 1.0248 -11.4298
C39 -3.9901 0.8143 -11.0122
C40 -4.2028 0.2972 -9.7261
C41 -3.0572 0.0208 -8.9229
C42 -1.7404 0.2883 -9.4101
C43 -5.6039 -0.0381 -9.2971
C44 -5.8866 -0.2641 -7.9521
C45 -7.1370 -0.7179 -7.5601
N8 -8.1445 -0.7491 -8.4696
C46 -7.9636 -0.4720 -9.7628
C47 -6.6929 -0.2191 -10.2084
C48 -9.5119 -1.1591 -7.9816
H43 0.4492 1.1541 -10.2735
H44 -0.1246 1.7992 -11.7933
H45 0.2122 -0.0294 -11.5353
H46 -2.5299 1.4788 -12.3986
H47 -4.8339 1.0996 -11.6229
H48 -3.2436 -0.4637 -7.9758
H49 -0.8400 -0.0428 -8.9142
H50 -5.0294 -0.1067 -7.3144
H51 -7.3847 -1.0097 -6.5501
H52 -8.8076 -0.5606 -10.4308
H53 -6.5272 -0.1893 -11.2752
H54 -9.4932 -1.6413 -7.0043
H55 -10.0562 -1.8667 -8.6070
H56 -10.1165 -0.2532 -7.9374
C49 -4.9934 -6.8539 6.4377
N9 -6.2709 -7.2885 6.0524
C50 -7.2175 -6.3874 5.6976
C51 -8.4593 -6.8419 5.2447
C52 -8.8010 -8.1886 5.1993
C53 -7.7571 -9.1028 5.5779
C54 -6.5558 -8.6493 6.0603
C55 -10.1537 -8.5745 4.8970
C56 -10.8612 -7.9744 3.8374
C57 -12.2306 -8.2670 3.5797
N10 -12.8541 -9.1851 4.2915
C58 -12.1815 -9.8558 5.3096
C59 -10.8597 -9.5234 5.6133
C60 -14.0984 -9.6648 3.8040
H57 -4.8448 -7.2357 7.4478
H58 -4.9484 -5.7758 6.5924
H59 -4.2247 -7.2846 5.7961
H60 -6.9142 -5.3540 5.6176
H61 -9.1203 -6.1219 4.7852
H62 -7.9010 -10.1698 5.6633
H63 -5.7072 -9.2312 6.3883
H64 -10.3333 -7.2271 3.2636
H65 -12.7819 -7.7939 2.7805
H66 -12.6957 -10.6192 5.8746
H67 -10.4333 -9.8996 6.5315
H68 -14.1212 -9.6167 2.7153
H69 -14.8429 -8.9580 4.1704
H70 -14.4180 -10.6804 4.0376
N11 -14.7778 -5.9326 8.0145
S1 -14.3848 -4.3226 7.8513
O1 -14.7025 -3.7539 6.5280
O2 -13.1785 -3.8132 8.4902
F1 -15.5864 -3.8112 8.8538
S2 -13.8704 -6.4728 6.9376
O3 -12.4683 -6.0084 6.8289
O4 -14.5685 -6.8607 5.7315
F2 -13.5571 -7.9463 7.5533
N12 -8.7263 -2.2657 -4.5569
S3 -7.3912 -3.0487 -3.7605
O5 -7.2280 -4.4849 -3.8738
O6 -6.9049 -2.3912 -2.4921
F3 -6.2835 -2.6175 -4.8094
S4 -9.7305 -3.2528 -4.2440
O7 -10.1335 -3.4859 -2.8867
O8 -9.8212 -4.4260 -5.0767
F4 -10.9036 -2.2437 -4.7572
N13 -7.1264 1.7939 2.4961
S5 -5.9960 1.9374 3.3968
O9 -5.0256 2.9945 3.1963
O10 -5.5519 0.7462 4.1058
F5 -6.9229 2.6177 4.5221
S6 -6.2837 0.9239 1.3344
O11 -6.0702 -0.5298 1.4044
O12 -5.2473 1.7112 0.6913
F6 -7.3890 1.1082 0.2018
N14 -9.7683 -1.2922 7.1653
S7 -9.7681 -2.7680 7.0636
O13 -8.6658 -3.5126 7.6616
O14 -10.5190 -3.3286 5.9887
F7 -10.7668 -3.0100 8.3219
S8 -8.7883 -1.0268 5.8523
O15 -9.4866 -0.9677 4.5832
O16 -7.3835 -1.4811 5.8984
F8 -8.6204 0.5286 6.2537
N15 -6.9692 -4.8445 3.1205
S9 -8.2626 -4.1057 2.7125
O17 -9.6070 -4.7490 2.7486
O18 -8.1053 -2.8994 1.9383
F9 -8.4255 -3.4069 4.1200
S10 -7.0163 -5.7029 1.6926
O19 -6.7167 -4.9332 0.4986
O20 -7.9285 -6.8404 1.5536
F10 -5.6031 -6.5584 1.9111
N16 -13.1211 5.5556 -5.1426
S11 -11.7426 5.0088 -5.4382
O21 -11.3166 5.1038 -6.8326
O22 -11.1239 4.0307 -4.6021
F11 -10.9935 6.3163 -4.9918
S12 -13.7268 4.0115 -5.1804
O23 -13.5252 3.2254 -3.9550
O24 -13.7507 3.2962 -6.4281
F12 -15.2407 4.4812 -4.9807
N17 -7.4685 5.5037 -1.7906
S13 -7.9637 3.9802 -2.3396
O25 -7.7711 3.7842 -3.7198
O26 -9.1691 3.4635 -1.7868
F13 -6.8291 3.0542 -1.6786
S14 -8.2940 6.3768 -2.6333
O27 -9.7335 6.2674 -2.3947
O28 -7.8169 6.7144 -3.9830
F14 -7.9380 7.7328 -1.8089
N18 -14.7171 -7.0878 1.6164
S15 -14.8967 -7.3097 -0.0231
O29 -14.3399 -6.2780 -0.9034
O30 -15.9776 -8.1971 -0.5238
F15 -13.6905 -8.3459 0.0791
S16 -16.1573 -6.9721 1.9540
O31 -16.7904 -8.1697 2.4905
O32 -16.9550 -5.9763 1.2349
F16 -15.9806 -6.0601 3.2315
N19 -13.7999 -0.8944 -4.6961
S17 -14.3869 -2.4860 -4.7326
O33 -13.3944 -3.5768 -4.8099
O34 -15.6947 -2.7086 -5.2877
F17 -14.7537 -2.6142 -3.1561
S18 -13.5972 -0.7788 -6.1142
O35 -14.6740 -0.2002 -6.9272
O36 -12.7536 -1.7074 -6.8343
F18 -12.6236 0.4588 -6.0622

Cartesian forces, eV/Å:
0.3 -0.7 -0.1
-2.4 0.6 -0.4
0.3 0.3 3.3
0.9 -0.7 -1.1
1.1 0.8 0.8
-0.5 -0.2 -0.4
-1.9 -0.5 0.9
0.5 -1.0 -1.3
-1.5 0.9 1.2
1.2 -1.5 -0.7
-1.8 1.6 1.9
1.0 -0.5 -1.7
-0.2 0.0 1.1
1.3 0.7 -0.1
0.0 0.3 -0.3
0.3 0.4 -0.2
0.7 -0.3 -0.2
-0.1 0.2 0.0
0.3 -0.1 -0.8
0.4 0.2 0.0
0.7 -0.2 -0.8
0.1 0.0 -0.1
-0.2 -0.1 -0.1
0.1 -0.1 0.0
-0.1 -0.1 -0.1
-0.3 -0.1 -0.4
0.1 -0.5 -0.3
0.2 0.2 0.1
0.6 0.7 1.2
-0.5 0.2 -1.3
-1.6 -1.0 -2.4
-0.5 -0.6 2.4
2.2 0.1 0.9
0.5 1.4 0.8
-1.5 0.3 -1.6
-1.0 -0.1 -1.7
1.1 -0.1 2.4
-0.4 -1.7 -1.6
-0.4 0.2 0.0
0.6 1.9 1.9
-0.7 -0.6 -1.0
0.9 1.0 -0.4
0.2 0.1 -0.2
0.4 -0.1 0.3
0.0 -0.1 0.3
0.5 -0.1 0.0
0.2 0.0 -0.1
0.2 -0.1 0.0
0.1 -0.2 -0.3
0.1 0.2 -0.1
0.0 -0.2 -0.3
0.2 -0.2 0.3
0.1 -0.2 -0.1
-0.1 -0.5 0.2
-0.3 -0.1 0.7
0.0 0.1 -0.1
0.1 0.6 -0.8
-1.5 -1.6 0.1
0.9 0.4 1.6
-2.2 -0.4 0.0
0.6 -0.7 1.4
-0.4 -1.1 0.5
1.9 2.0 -1.0
3.6 2.5 -2.7
-3.3 0.0 -0.1
1.2 -0.6 1.5
-1.5 -0.5 -0.6
0.4 -0.6 -0.4
0.8 0.2 0.7
0.5 0.0 0.5
-0.1 -0.4 0.1
0.0 -0.2 -0.1
-0.2 0.1 0.4
0.1 -0.2 -0.2
0.6 0.0 -0.5
0.0 0.4 -0.2
0.1 -0.5 0.3
0.3 -0.1 -0.1
0.2 -0.2 0.2
0.2 0.4 0.1
0.0 -0.2 -0.2
-1.1 0.3 0.2
0.0 0.1 0.9
0.0 0.1 -0.9
-0.5 0.2 0.6
-1.0 0.4 0.4
0.0 0.1 0.0
1.3 0.0 0.9
0.5 -0.4 -0.1
0.2 0.5 -1.3
-2.3 -1.2 -0.1
-1.2 -0.5 -0.2
0.6 0.0 -0.7
-0.3 0.6 -0.6
-0.6 -1.0 1.5
0.7 -0.4 0.0
1.5 0.6 0.0
-0.6 0.3 0.2
-0.2 0.0 0.0
0.1 -0.5 -0.3
-0.2 0.3 -0.5
0.4 -0.1 0.0
0.3 0.0 -0.3
0.6 0.1 0.1
-0.1 0.3 0.4
-0.7 -0.2 0.9
-0.1 -0.1 0.2
-0.1 0.0 0.1
-0.1 0.2 0.0
0.5 0.3 0.1
0.6 0.1 -0.5
0.0 0.0 0.2
1.8 0.2 1.8
-3.3 -0.7 -0.8
0.4 -1.4 -0.8
0.0 0.1 -0.5
2.8 0.3 1.2
-0.6 0.3 0.9
0.1 1.9 -0.8
-2.2 0.0 -1.9
-0.7 0.1 0.4
2.7 0.9 0.2
2.5 -2.5 1.6
0.6 1.4 -0.8
-1.2 -0.3 0.8
-2.6 0.4 -0.8
0.3 -0.2 0.1
0.0 -0.1 -0.7
0.0 0.5 -0.1
-0.2 0.1 0.3
-0.2 0.4 0.4
-0.3 -0.1 -0.4
-0.3 -0.4 0.0
-0.2 0.2 -0.5
-0.1 0.0 -0.1
-0.3 0.2 -0.2
0.0 -0.5 -0.1
0.1 0.2 0.1
-0.4 -0.2 -0.1
0.7 0.1 0.6
-0.2 4.3 1.4
0.1 2.1 1.4
0.0 -0.8 2.0
-2.5 -1.1 -0.9
0.5 -0.1 -0.9
4.9 -5.4 -3.9
-3.0 0.2 -0.1
0.5 0.8 0.4
-0.5 0.3 0.3
8.7 2.8 0.6
4.2 0.8 3.3
-1.5 1.7 0.3
-2.5 -1.5 -4.1
0.1 1.1 -0.8
-9.8 -5.7 0.3
0.9 0.5 0.3
0.3 1.1 -0.1
-0.3 -0.3 -0.3
-2.5 -3.3 -6.7
5.2 3.1 9.8
-0.6 -1.2 -0.4
0.1 0.6 -1.4
-0.2 0.4 0.7
0.3 -0.8 -4.3
-1.1 2.9 0.7
-0.3 -1.0 1.5
-1.2 -0.7 0.1
1.8 3.4 -2.2
-1.4 -7.8 5.8
-0.2 0.7 -2.1
0.0 -0.4 -1.2
-0.5 0.5 -0.3
4.0 4.9 -1.2
0.1 -0.4 1.4
-3.9 0.1 0.2
-0.3 -0.8 -0.5
0.1 -3.1 -2.9
-5.8 7.0 3.7
2.3 -0.5 -1.3
-0.3 -1.8 -1.0
0.5 -0.2 1.2
4.3 -4.2 -3.2
-0.9 -0.8 2.0
0.6 2.0 1.0
-1.0 1.0 0.4
-3.9 -3.5 0.4
10.2 4.8 -3.1
-1.4 -1.8 0.6
-0.9 -1.0 -0.2
0.1 0.6 0.9
-3.1 -0.9 2.4
-0.8 0.7 -1.6
0.1 0.6 0.6
-0.8 0.0 -0.2
2.0 -7.0 1.4
1.6 -0.3 2.6
0.4 -0.2 -1.8
-0.2 0.0 0.5
-0.5 1.1 -0.2
-4.2 7.3 -3.5
1.7 -0.1 -0.9
-0.8 -0.9 2.0
0.0 -0.2 -0.3
2.2 0.1 -3.6
2.6 -2.5 -3.7
-1.7 -1.1 2.2
1.9 2.7 1.7
0.5 -0.4 -0.8
-7.6 2.1 4.8
0.8 1.3 -1.1
0.7 -1.9 -0.9
0.6 0.0 1.7
-3.0 -4.6 6.9
1.8 -5.2 3.5
-2.3 3.3 -0.5
0.5 1.1 -0.6
0.1 1.1 0.0
2.9 5.3 -12.3
0.1 -1.3 1.4
-1.1 -0.5 0.8
0.5 0.7 0.5

For the frontier orbital gap, the calculation gives 0.0851 hartree. As for the net charge: +1. Its HOMO energy is -7.45 eV. The total energy is -409289.74889 eV.